181
Properties=species:S:1:pos:R:3:lowdin_charge:R:1 method="wB97M-V/def2-TZVPD" smiles=CC1(C)CCCC(C)(C)N1O.CC1(C)CCCC(C)(C)N1O.CC1(C)CCCC(C)(C)N1O.COC[C@H](C)N.COC[C@H](C)N.COC[C@H](C)N.OCCO.OCCO.OCCO.OCCO relative_energy_kj_mol=376.0 spin_multiplicity=1 gap_ev=8.48
C 0.5883 2.8209 -0.4583 -0.042
C 0.7752 1.9717 0.8196 -0.368
C 1.0750 0.4779 0.4867 -0.228
O 0.0410 -0.1271 -0.2097 -0.199
C 0.3948 -1.2881 -1.0279 -0.053
N 1.9574 2.5347 1.5090 0.061
H 1.5503 2.9103 -0.9630 0.052
H 0.1580 3.8071 -0.2840 0.079
H -0.0751 2.2785 -1.1319 0.072
H -0.1446 1.9847 1.4044 0.118
H 1.4829 -0.2125 1.2249 0.118
H 1.9954 0.6390 -0.0745 0.112
H 1.1407 -1.0779 -1.7945 0.081
H -0.5529 -1.4310 -1.5472 0.076
H 0.5452 -2.1528 -0.3815 0.080
H 1.7239 3.5036 1.6730 0.080
H 1.9288 2.0992 2.4198 0.028
C 0.0937 4.1290 4.9967 -0.075
C -1.1636 4.5650 4.2979 -0.367
C -2.4600 4.0543 5.1792 -0.171
O -2.6748 4.8234 6.3717 -0.198
C -2.9394 4.1314 7.6198 -0.088
N -1.2468 6.0355 4.1196 0.035
H 0.0984 3.0562 5.1894 0.077
H 0.3589 4.6014 5.9425 0.085
H 0.8731 4.3689 4.2734 0.055
H -1.3180 4.1417 3.3054 0.114
H -2.4932 2.9864 5.3948 0.097
H -3.3716 4.0738 4.5819 0.098
H -2.0722 3.7236 8.1394 0.080
H -3.3425 3.1504 7.3682 0.066
H -3.6958 4.5216 8.3006 0.086
H -0.3247 6.4464 4.0874 0.058
H -1.7231 6.5074 4.8749 0.060
C -4.6030 -4.5341 3.8657 -0.072
C -4.2257 -5.6313 2.9840 -0.459
C -2.6564 -5.5604 2.5917 -0.108
O -2.3719 -4.3168 1.9037 -0.251
C -2.6701 -4.2592 0.4721 -0.038
N -4.5965 -6.8448 3.6368 0.021
H -4.2937 -3.6390 3.3260 0.063
H -4.0495 -4.5028 4.8042 0.097
H -5.6763 -4.5203 4.0552 0.092
H -4.8997 -5.5800 2.1288 0.134
H -2.4985 -6.3913 1.9040 0.105
H -1.9344 -5.7574 3.3841 0.125
H -3.7196 -3.9708 0.4145 0.082
H -2.7821 -5.2710 0.0825 0.081
H -1.9205 -3.7437 -0.1283 0.083
H -5.5165 -6.8816 4.0519 0.076
H -4.5066 -7.6490 3.0324 0.072
C -1.1335 -1.5810 2.4157 -0.211
C -0.1256 -2.0908 3.4683 -0.203
O 0.0281 -1.1080 4.4922 -0.070
O -2.3643 -1.8654 3.0058 -0.089
H -0.9378 -1.9762 1.4189 0.102
H -0.9959 -0.5002 2.4473 0.110
H 0.8108 -2.3795 2.9910 0.110
H -0.4625 -3.0162 3.9355 0.118
H -0.5645 -1.2506 5.2338 0.098
H -2.7697 -2.6242 2.5799 0.038
C 5.1057 3.9258 0.9971 -0.163
C 4.3178 4.6418 -0.0859 -0.284
O 3.5835 5.6909 0.4460 -0.044
O 5.9237 4.9745 1.6753 -0.080
H 5.6583 3.1200 0.5138 0.124
H 4.3419 3.4859 1.6384 0.075
H 3.6468 3.9134 -0.5413 0.090
H 5.0576 4.9836 -0.8098 0.124
H 3.1196 6.1396 -0.2647 0.099
H 5.4045 5.7694 1.8174 0.076
C 4.0524 4.5162 4.1179 -0.250
C 3.5143 5.1926 5.3761 -0.295
O 4.2510 6.3120 5.6128 -0.050
O 5.4044 4.1212 4.2029 -0.048
H 4.0027 5.3493 3.4168 0.114
H 3.2486 3.8130 3.9000 0.096
H 3.6002 4.6166 6.2974 0.123
H 2.4868 5.5464 5.4613 0.104
H 5.1024 5.8945 5.7626 0.086
H 5.7619 4.1260 3.3120 0.040
C 4.4822 0.8016 3.0312 -0.187
C 3.1956 0.1221 3.7837 -0.216
O 2.0799 0.9430 3.8033 -0.108
O 4.3065 0.7237 1.6334 -0.079
H 5.3040 0.1741 3.3763 0.111
H 4.6721 1.7686 3.4969 0.091
H 3.4367 0.1000 4.8465 0.110
H 2.9975 -0.9153 3.5142 0.109
H 1.3687 0.4818 4.2540 0.064
H 3.5126 1.2338 1.4568 0.011
C -3.4252 1.4546 2.6284 -0.027
C -4.6292 1.4244 1.7179 -0.424
C -4.3964 2.4810 0.5936 -0.098
C -5.1526 2.3135 -0.7252 -0.228
C -5.0677 0.9831 -1.1498 -0.218
C -5.4880 -0.0628 -0.1133 -0.473
N -4.6496 0.0870 1.0739 -0.113
O -4.9071 -0.9093 1.9666 -0.010
C -7.0610 -0.0351 -0.0180 -0.025
C -5.2598 -1.4304 -0.8102 -0.057
C -5.9635 1.7130 2.5471 -0.003
H -3.2335 0.5802 3.2503 0.077
H -3.4422 2.1766 3.4448 0.061
H -2.5101 1.5443 2.0429 0.073
H -4.7258 3.5018 0.7876 0.118
H -3.3340 2.5925 0.3768 0.109
H -4.7858 2.9473 -1.5326 0.128
H -6.2059 2.5404 -0.5604 0.112
H -4.0281 0.8297 -1.4394 0.131
H -5.6098 0.7064 -2.0541 0.128
H -7.3528 -0.6392 0.8410 0.081
H -7.3399 1.0074 0.1353 0.056
H -7.5598 -0.5588 -0.8336 0.082
H -5.5806 -1.6205 -1.8344 0.087
H -4.1896 -1.6289 -0.7521 0.068
H -5.6476 -2.2208 -0.1676 0.069
H -6.1071 1.0721 3.4170 0.076
H -6.9053 1.5780 2.0153 0.054
H -5.9861 2.7522 2.8754 0.075
H -3.9989 -1.0005 2.2640 0.054
C 5.5839 0.2197 -5.8324 -0.047
C 4.7294 -0.0934 -4.5857 -0.487
C 5.4419 0.4562 -3.3222 -0.131
C 5.3444 1.9713 -3.0564 -0.191
C 3.8965 2.3965 -3.1942 -0.132
C 3.0304 1.8394 -4.4151 -0.459
N 3.2806 0.3504 -4.5217 -0.088
O 2.4543 -0.2157 -5.4700 -0.014
C 1.5986 2.0670 -4.0353 -0.056
C 3.3433 2.6213 -5.7125 -0.028
C 4.9212 -1.5476 -4.5203 -0.085
H 6.1925 1.1175 -5.7237 0.071
H 4.9633 0.4174 -6.7064 0.082
H 6.3535 -0.4685 -6.1819 0.082
H 5.1750 -0.0149 -2.3761 0.120
H 6.5200 0.3175 -3.4023 0.118
H 6.0454 2.5069 -3.6966 0.104
H 5.6530 2.2133 -2.0394 0.099
H 3.8540 3.4792 -3.3129 0.111
H 3.6409 2.2144 -2.1504 0.094
H 1.3130 3.0355 -3.6248 0.090
H 0.9432 1.9220 -4.8940 0.081
H 1.3032 1.2311 -3.4013 0.079
H 3.0449 3.6695 -5.6971 0.083
H 4.3979 2.6584 -5.9855 0.068
H 2.7971 2.1877 -6.5503 0.083
H 4.3884 -1.9350 -3.6518 0.090
H 5.9749 -1.7960 -4.3932 0.096
H 4.5595 -2.0012 -5.4431 0.086
H 2.0081 -0.8706 -4.9281 0.071
C -1.7485 -3.1882 -4.2144 -0.043
C -1.1179 -3.9670 -5.3579 -0.470
C 0.1734 -3.1876 -5.7649 -0.135
C 1.3997 -3.3949 -4.8865 -0.170
C 1.6418 -4.9296 -4.7430 -0.107
C 0.4000 -5.8093 -4.2596 -0.481
N -0.7608 -5.3941 -5.0805 -0.159
O -1.8535 -6.1062 -4.7346 -0.007
C 0.7303 -7.2824 -4.6128 -0.034
C 0.2725 -5.6082 -2.7615 -0.033
C -2.0790 -4.0567 -6.5740 -0.031
H -2.6198 -3.7497 -3.8771 0.081
H -2.1803 -2.2094 -4.4229 0.093
H -1.2664 -3.1064 -3.2402 0.049
H 0.4696 -3.4890 -6.7696 0.120
H -0.2336 -2.1802 -5.8524 0.114
H 1.2081 -2.9822 -3.8961 0.097
H 2.2989 -2.9301 -5.2909 0.088
H 2.5394 -5.1482 -4.1645 0.112
H 1.8978 -5.2998 -5.7358 0.109
H 0.7621 -7.4997 -5.6805 0.086
H 1.6047 -7.5888 -4.0386 0.087
H -0.0841 -7.8896 -4.2175 0.072
H -0.2082 -4.6344 -2.6687 0.052
H -0.4167 -6.2479 -2.2101 0.080
H 1.1879 -5.6486 -2.1712 0.089
H -2.2830 -3.0617 -6.9696 0.083
H -3.0432 -4.4351 -6.2345 0.077
H -1.7950 -4.6579 -7.4378 0.087
H -1.7926 -6.6207 -5.5428 0.113